# C19H29As2F6GaN4O4S2

A molecular structure, C19H29As2F6GaN4O4S2 at a distorted geometry (wB97M-V/def2-TZVPD, OMol25).

Element x y z (Å)
Ga  1.1623  -1.1625  0.1288
F  4.9564  -1.6550  2.3865
C  4.1905  -1.2140  1.4289
F  4.5883  -0.0211  1.0225
F  2.9294  -1.0375  1.9512
S  3.9998  -2.3574  -0.0503
O  2.8349  -1.7139  -0.7299
O  5.1958  -2.3426  -0.7742
N  3.5784  -3.7115  0.5891
S  2.0788  -4.1017  0.6383
O  1.7493  -5.3058  1.2729
O  1.2470  -2.9443  1.0563
C  1.6254  -4.2841  -1.1995
F  0.8495  -3.2388  -1.6270
F  0.9296  -5.3775  -1.4108
F  2.7153  -4.2750  -1.9345
C  -3.8011  1.8958  -0.4825
As  -2.0588  1.3355  0.2968
C  -1.8508  2.9422  1.4508
C  -2.7677  0.0811  1.6157
C  -3.6184  0.4324  2.6556
C  -4.0400  -0.5094  3.5798
C  -3.5972  -1.8196  3.4950
C  -2.7509  -2.1925  2.4641
C  -2.3665  -1.2486  1.5140
As  -1.2807  -1.8579  0.0081
C  -1.5802  -3.7807  -0.0139
C  -2.1769  -1.4553  -1.7028
H  -4.5061  2.1422  0.3108
H  -4.2322  1.1027  -1.0947
H  -3.6553  2.7810  -1.1058
H  -2.8192  3.3042  1.7922
H  -1.3772  3.7496  0.8849
H  -1.2351  2.7177  2.3206
H  -3.9658  1.4527  2.7418
H  -4.7082  -0.2238  4.3763
H  -3.9113  -2.5487  4.2273
H  -2.3853  -3.2106  2.4103
H  -1.0033  -4.3044  0.7492
H  -1.3369  -4.2002  -0.9910
H  -2.6511  -3.9493  0.1598
H  -3.2051  -1.8213  -1.6047
H  -1.6767  -2.0322  -2.4854
H  -2.1948  -0.4000  -1.9762
C  0.8369  2.8214  -3.5091
C  0.0214  1.5699  -3.2370
N  0.5114  0.9334  -2.0245
C  1.1776  1.5658  -1.0370
N  1.4996  0.8607  0.0646
C  1.9066  1.7009  1.1982
C  3.0047  2.6455  0.7251
C  2.3609  3.5872  -0.2779
N  1.4263  2.8685  -1.1389
C  0.8558  3.6451  -2.2327
H  0.3988  3.3934  -4.3252
H  1.8565  2.5473  -3.7773
H  0.0892  0.8660  -4.0665
H  -1.0321  1.8452  -3.0905
H  0.4694  -0.0782  -1.9640
H  2.2258  1.0770  2.0317
H  1.0417  2.2936  1.5248
H  3.8024  2.0794  0.2448
H  3.4257  3.2062  1.5584
H  3.1237  4.0459  -0.9131
H  1.8197  4.3891  0.2336
H  1.4595  4.5416  -2.3726
H  -0.1616  3.9529  -1.9612

**Highest occupied orbital energy**: -14.58 eV
**Charge**: +2
**ΔE to the lowest compared entry with this formula, charge and spin**: 2.650 eV
**Calculated total energy**: -246337.25696 eV

---

# C15H15F3N4O2

C15H15F3N4O2 in the gas phase at a distorted geometry (wB97M-V/def2-TZVPD, OMol25).

Element x y z (Å)
N  -3.2993  -1.7032  2.0657
C  -4.1791  -1.4161  1.1069
O  -5.2034  -1.9422  0.9852
C  -3.9897  -0.1732  0.2571
C  -4.6594  -0.2980  -1.2662
C  -3.4862  -0.5879  -1.9152
C  -2.2240  -0.5880  -1.0520
N  -2.5777  -0.1320  0.0026
C  -2.2641  1.3475  0.0977
C  -0.8310  1.4742  0.3763
N  0.1809  0.7466  -0.0562
C  1.2869  1.4679  0.2294
C  2.5635  0.9582  0.1764
C  2.8373  -0.6736  -0.1300
C  4.0967  -0.9646  -0.0283
C  5.1791  -0.2748  0.0568
C  6.5222  -0.8410  0.2204
F  7.4741  -0.1334  0.5398
F  6.7977  -1.0386  -1.0159
F  6.6005  -1.9579  0.7929
C  4.9798  1.0604  0.6035
C  3.8244  1.4895  0.5786
N  1.1264  2.6484  0.5980
O  -0.3209  3.0097  0.5574
H  -3.4209  -2.5145  2.8098
H  -2.4979  -1.1566  1.9320
H  -4.4705  0.6939  0.6648
H  -5.3157  -1.0510  -1.1345
H  -5.1653  0.5109  -1.4620
H  -3.1644  0.2562  -2.6107
H  -3.5291  -1.3216  -2.7002
H  -2.2550  -1.8611  -0.7001
H  -1.2425  -0.2615  -1.3649
H  -2.6104  2.0348  0.8296
H  -2.4813  1.7121  -0.9188
H  1.9329  -0.9155  -0.4472
H  4.1403  -2.0500  -0.1176
H  6.0290  1.8026  0.6047
H  3.6159  2.6433  0.8341

**Highest occupied orbital energy**: -8.59 eV
**Charge**: 0
**ΔE to the lowest compared entry with this formula, charge and spin**: 10.222 eV
**Calculated total energy**: -33992.98021 eV

---

# C16H19N3O2

A molecular structure, C16H19N3O2 at a distorted geometry (wB97M-V/def2-TZVPD, OMol25).

Element x y z (Å)
C  -3.8252  -3.4016  0.5387
C  -2.7026  -2.3748  0.1448
N  -2.9712  -0.9862  0.1788
N  -1.9716  -0.4465  -0.1727
C  -0.9786  -1.4549  -0.5612
C  -1.5679  -2.6379  -0.1693
H  -1.0877  -3.6071  -0.1948
C  0.3688  -0.9374  -0.9165
O  0.6622  -0.1931  -1.7983
N  1.3317  -1.6892  -0.0605
H  0.9123  -2.0069  0.7384
C  2.6093  -1.3873  -0.3310
H  2.8856  -1.1946  -1.3150
H  3.2237  -2.3737  -0.1872
C  3.3343  -0.6263  0.7503
H  3.0435  -1.0864  1.9798
C  2.9430  0.6909  0.8296
H  2.9906  1.2884  1.8256
H  1.9801  1.0663  0.3872
C  3.8753  1.4565  -0.1214
H  3.4696  1.2844  -1.3400
C  5.0284  0.6271  0.1337
H  5.9195  1.1699  0.5984
O  4.6873  -0.5436  0.9265
H  5.5747  0.3594  -1.2114
H  4.2033  2.4855  -0.0855
C  -2.0412  0.8054  -0.0778
C  -2.8734  1.7343  0.8218
C  -3.0650  2.9114  1.0687
C  -2.1713  3.7122  0.2126
C  -1.3505  3.2806  -0.8393
C  -1.3167  1.7679  -1.0375
H  -0.6069  1.3910  -1.6297
H  -0.7830  3.6628  -1.4590
H  -2.2938  4.7599  0.2303
H  -3.6110  3.5961  1.7171
H  -3.4865  0.9378  1.3048
H  -4.8101  -2.9002  0.9986
H  -3.5577  -3.9922  1.2893
H  -4.1612  -3.9048  -0.3218

**Highest occupied orbital energy**: -8.14 eV
**Charge**: 0
**ΔE to the lowest compared entry with this formula, charge and spin**: 14.282 eV
**Calculated total energy**: -25452.31846 eV

---

# C29H29FN4O4

4 unconnected molecules or ions with the total composition C29H29FN4O4 at a distorted geometry (wB97M-V/def2-TZVPD, OMol25).

Element x y z (Å)
O  7.7224  -2.2312  1.4267
C  6.6531  -1.4620  1.1890
O  5.6519  -2.0117  0.2500
C  4.9718  -0.8072  -0.3316
O  4.4168  -0.7610  -1.5460
C  5.1319  0.3669  0.8015
C  4.3577  1.7902  1.0479
C  3.1157  2.0974  0.0247
C  1.6723  1.8722  0.7877
N  0.5685  1.5600  -0.1995
C  -0.5204  0.6935  0.4089
C  0.1060  -0.8500  0.4524
C  1.0619  -1.2874  -0.8152
C  1.7492  -2.7950  -0.8310
C  1.4837  -3.8648  0.3838
C  0.5218  -3.4222  1.6779
C  -0.1624  -1.9009  1.7057
O  -0.9982  -1.5530  2.8724
C  6.2054  0.0080  1.7677
F  6.7422  0.7539  2.9352
H  3.8827  1.7257  2.1408
H  5.1114  2.7141  1.1085
H  3.1159  1.4526  -0.9519
H  3.2207  3.2249  -0.3157
H  1.7423  1.0739  1.6545
H  1.3851  2.9049  1.3016
H  0.1892  2.4122  -0.6675
H  -0.7244  1.0198  1.5241
H  -1.5237  0.6883  -0.2331
H  1.3178  -0.5839  -1.7264
H  2.4318  -3.0848  -1.7561
H  2.0004  -4.9250  0.3129
H  0.3405  -4.1948  2.5563
H  -0.8364  -0.5999  3.1396
C  -4.9432  1.8210  4.0016
C  -4.6646  1.0723  2.8631
C  -3.3389  0.8000  2.5654
N  -2.2982  1.2232  3.3158
C  -2.5997  1.9494  4.4141
C  -3.8927  2.2695  4.7957
H  -5.9702  2.0533  4.2680
H  -5.4605  0.7090  2.2229
H  -3.0703  0.2168  1.6894
H  -1.7458  2.2795  4.9990
H  -4.0766  2.8546  5.6897
C  1.2556  1.9948  -6.1140
C  0.5365  0.8069  -6.0347
C  0.2954  0.2688  -4.7807
N  0.7220  0.8295  -3.6279
C  1.4190  1.9814  -3.7368
C  1.7067  2.5973  -4.9442
H  1.4630  2.4473  -7.0794
H  0.1721  0.3120  -6.9277
H  -0.2640  -0.6551  -4.6662
H  1.7525  2.4107  -2.7961
H  2.2692  3.5236  -4.9721
C  -5.0776  -2.8081  -1.5631
C  -5.8292  -1.7520  -1.0588
C  -5.3097  -1.0242  -0.0003
N  -4.1148  -1.2830  0.5748
C  -3.4087  -2.3155  0.0649
C  -3.8422  -3.0981  -0.9932
H  -5.4515  -3.4005  -2.3932
H  -6.7961  -1.5012  -1.4801
H  -5.8568  -0.1886  0.4263
H  -2.4531  -2.5043  0.5458
H  -3.2322  -3.9142  -1.3636

**Highest occupied orbital energy**: -7.77 eV
**Charge**: 0
**ΔE to the lowest compared entry with this formula, charge and spin**: 14.248 eV
**Calculated total energy**: -47395.81613 eV